Record 1
DFT (ωB97M-V/def2-TZVPD) results for 2 unconnected molecules or ions with the total composition CH5N3S at a distorted geometry.

The energy above the lowest of the compared OMol25 structures with the same formula, charge and spin is 396.8 kJ/mol. For the frontier orbital gap, the calculation gives 0.31023 Eh. The calculation puts the total energy at -16419.2082 eV. For the HOMO energy, the calculation gives -8.564 eV. Its spin multiplicity is 1. The value obtained for the maximum force is 4.5 eV/A.

Positions of all 10 atoms, in Å:
C 0.21283 1.11670 -0.19929
H 0.75640 -0.94496 0.99667
H 2.10455 -1.44814 -0.12935
H 0.10439 2.07286 -0.95786
H -1.36749 1.19176 1.17793
H -1.15586 -1.81921 -0.57985
N 1.25111 -0.92639 0.03968
N 1.29522 0.41962 -0.48631
N -0.99655 0.59361 0.43733
S -2.20460 -0.25584 -0.29894


Record 2
DFT (ωB97M-V/def2-TZVPD) results for C18H25N3O3S2 in the gas phase.

The energy above the lowest of the compared OMol25 structures with the same formula, charge and spin is 1.7 kJ/mol. For the frontier orbital gap, the calculation gives 0.31872 Eh. The calculation puts the total energy at -51355.8736 eV. Its SMILES is CCCN(C(=O)CSc1nc2ccccc2n1CC)[C@@H]1CCS(=O)(=O)C1. For the HOMO energy, the calculation gives -8.195 eV. Its spin multiplicity is 1. The value obtained for the maximum force is 0.8 eV/A.

Positions of all 51 atoms, in Å:
C -0.90083 -2.70394 3.76664
C -0.98729 -1.81861 2.53040
C -1.54214 -2.59112 1.32842
N -1.42088 -1.84378 0.09202
C -0.35485 -1.90755 -0.73745
O -0.29141 -1.26379 -1.76685
C 0.77548 -2.85870 -0.35523
S 2.31141 -2.18750 -1.05105
C 2.20313 -0.64186 -0.26579
N 1.39846 -0.39693 0.73432
C 1.60155 0.92736 1.03570
C 1.01417 1.72655 2.00843
C 1.41868 3.04347 2.08181
C 2.38291 3.56359 1.21838
C 2.98189 2.78436 0.24772
C 2.57862 1.46279 0.16448
N 2.94108 0.42774 -0.66764
C 3.92621 0.44431 -1.71394
C 5.31212 0.08971 -1.18129
C -2.40874 -0.79329 -0.12420
C -3.20498 -0.97240 -1.42934
C -4.18127 0.18391 -1.51356
S -3.32663 1.54293 -0.62444
O -3.03985 2.64217 -1.50127
O -4.06261 1.83507 0.57744
C -1.83239 0.61062 -0.17892
H -0.52283 -2.13523 4.61177
H -0.23141 -3.54408 3.59430
H -1.88139 -3.09625 4.02859
H -1.63668 -0.96625 2.73802
H -0.00188 -1.42704 2.26971
H -1.02880 -3.54784 1.22200
H -2.60280 -2.81329 1.48349
H 0.92419 -2.94338 0.71664
H 0.63034 -3.83832 -0.81126
H 0.27576 1.32360 2.68380
H 0.97990 3.69126 2.82570
H 2.66824 4.60040 1.31328
H 3.72990 3.19197 -0.41546
H 3.93204 1.44311 -2.15840
H 3.62106 -0.28056 -2.47476
H 5.61242 0.79340 -0.40790
H 5.30458 -0.91236 -0.75891
H 6.03878 0.12300 -1.98794
H -3.10953 -0.83072 0.71598
H -2.50451 -0.94731 -2.26413
H -3.71579 -1.93683 -1.43418
H -4.38849 0.50888 -2.52667
H -5.10652 -0.00075 -0.97559
H -1.44279 0.96600 0.76796
H -1.09820 0.72150 -0.96990


Record 3
DFT (ωB97M-V/def2-TZVPD) results for 13 unconnected molecules or ions with the total composition C5H37N2O13 at a distorted geometry.

The energy above the lowest of the compared OMol25 structures with the same formula, charge and spin is 315.8 kJ/mol. For the frontier orbital gap, the calculation gives 0.39899 Eh. The calculation puts the total energy at -35378.0079 eV. For the HOMO energy, the calculation gives -13.221 eV. Its charge is +1. Its spin multiplicity is 1. The value obtained for the maximum force is 3.8 eV/A.

Positions of all 57 atoms, in Å:
N 0.56225 -1.52069 -0.54690
C 1.13636 -0.16376 -0.91340
C 2.12562 -0.26149 -2.06782
C 1.30158 -0.19800 -3.39824
C 3.17089 -1.39771 -1.95162
C 0.00243 0.87656 -1.11129
N 0.39864 2.15300 -1.33590
O -1.16543 0.50460 -1.02255
H -0.48247 -1.41912 -0.79250
H 0.73312 -1.89963 0.42975
H 0.97535 -2.25995 -1.16796
H 1.67704 0.15961 0.02047
H 2.61869 0.78712 -2.03298
H 2.07103 -0.03732 -4.20602
H 0.58211 0.60729 -3.46119
H 0.69391 -0.99887 -3.76715
H 4.19658 -1.02415 -2.13914
H 3.13004 -1.89361 -1.04439
H 2.84868 -2.01454 -2.80416
H 1.33368 2.47756 -1.20659
H -0.13681 2.83416 -1.93525
H 0.94993 -4.42204 -1.88928
H 2.14271 -3.81554 -2.61767
O 1.18300 -3.70707 -2.50623
H -0.41129 3.18176 1.22332
H -0.78646 1.58409 1.29835
O -0.22136 2.33877 1.64899
H 1.53150 3.52838 -4.26850
H 0.28112 2.72885 -4.82549
O 0.66239 3.18481 -4.04757
H -3.86458 1.80751 1.17334
H -4.12237 1.83162 2.74150
O -4.50790 1.79414 1.83658
H 3.56186 2.31598 0.93111
H 2.23674 1.60671 0.83390
O 3.10897 1.61723 0.38336
H -0.34586 -4.39618 2.14879
H 0.64251 -3.28193 2.35928
O 0.28772 -3.81538 1.65460
H -1.45512 2.29920 4.89785
H -1.02183 1.57790 3.64793
O -1.28358 1.43918 4.56042
H -1.73428 -0.74675 2.82743
H -2.36678 0.12597 1.75809
O -1.51845 -0.08342 2.14968
H 1.82844 -0.15552 2.44094
H 0.30961 -0.28727 2.30787
O 1.16412 -0.60257 1.95177
H 1.18925 1.81887 3.37499
H 0.59694 1.39266 4.71240
O 1.28383 1.10127 4.03238
H -2.03101 -3.26728 -2.61922
H -2.68110 -2.89060 -1.28375
O -1.90446 -3.31676 -1.67556
H -4.87390 0.23093 -0.68174
H -5.01758 -0.25597 0.70158
O -4.36986 0.11667 0.13926


Record 4
DFT (ωB97M-V/def2-TZVPD) results for a gas-phase ion, C6H12ClNP (charge +1) at a distorted geometry.

The energy above the lowest of the compared OMol25 structures with the same formula, charge and spin is 0.0 kJ/mol. For the frontier orbital gap, the calculation gives 0.30961 Eh. The calculation puts the total energy at -29709.5692 eV. Its SMILES is CCCP=[N+]=C(Cl)CC. For the HOMO energy, the calculation gives -14.085 eV. Its charge is +1. Its spin multiplicity is 1. The value obtained for the maximum force is 3.4 eV/A.

Positions of all 21 atoms, in Å:
C 0.39193 2.71682 -1.84440
C 0.91373 2.41100 -0.47405
C 0.18788 1.25866 0.24821
P -0.38449 0.07436 -1.08260
N 0.47947 -1.22204 -0.87322
C 0.69097 -2.50723 -0.76705
Cl 2.11422 -3.42064 -1.29267
C -0.23424 -3.45003 0.01765
C -1.44889 -2.65317 0.65616
H 0.71910 1.84375 -2.41179
H -0.72472 2.82146 -1.79239
H 0.69847 3.62468 -2.30810
H 2.00381 2.24515 -0.70378
H 0.72500 3.28938 0.17360
H 0.94627 0.73914 0.93722
H -0.72978 1.49004 0.79741
H -0.63091 -4.20566 -0.65565
H 0.24893 -4.02132 0.81824
H -2.10857 -3.42763 1.05298
H -2.03421 -2.16540 -0.15533
H -1.10175 -1.90287 1.35868


Record 5
DFT (ωB97M-V/def2-TZVPD) results for 11 unconnected molecules or ions with the total composition C4H28F6O10P at a distorted geometry.

For the frontier orbital gap, the calculation gives 0.38189 Eh. The calculation puts the total energy at -50679.8194 eV. For the HOMO energy, the calculation gives -7.843 eV. Its charge is -1. Its spin multiplicity is 1. The value obtained for the maximum force is 2.7 eV/A.

Positions of all 49 atoms, in Å:
P 0.98092 0.46506 -0.80599
F 1.82623 -0.17124 0.46640
F 2.25512 1.44916 -1.12576
F 1.59040 -0.56936 -1.86654
F 0.09767 1.18069 -1.96879
F -0.29757 -0.41759 -0.39271
F 0.52219 1.62599 0.20962
C -1.18142 0.31342 4.41208
C -1.54526 0.87589 3.05183
O -2.37829 2.03682 3.23514
H -0.54783 1.03647 4.92794
H -0.72453 -0.66403 4.25950
H -2.08050 0.21873 5.02494
H -2.08040 0.06876 2.53824
H -0.63364 1.22234 2.55628
H -2.71973 2.12999 2.33535
C -4.09261 -2.31610 1.01691
C -2.92439 -2.45789 0.06198
O -3.23404 -3.06833 -1.19612
H -4.50369 -3.26524 1.37738
H -4.91883 -1.69595 0.67168
H -3.72717 -1.88274 1.95422
H -2.13387 -3.06875 0.49976
H -2.54722 -1.44572 -0.05849
H -3.30398 -4.01672 -1.06812
O 4.59495 1.17127 -2.72856
H 3.70856 1.27827 -2.35013
H 5.14322 1.79076 -2.23964
O 0.87661 -2.70267 1.50047
H 0.76396 -1.75271 1.39354
H 1.43428 -2.96198 0.73267
O 0.87685 4.19178 1.04836
H 1.78217 4.35346 0.77051
H 0.58580 3.44733 0.49409
O 0.14261 3.93569 -2.15369
H 0.53239 3.06379 -2.29019
H -0.47710 4.03845 -2.88056
O 1.98275 -3.64169 -0.77684
H 1.39350 -4.35063 -1.05577
H 1.86804 -2.94762 -1.44253
O 1.74808 2.25723 -3.88145
H 1.37684 2.42500 -4.75334
H 1.17900 1.57678 -3.50030
O 5.51701 -1.45716 0.01573
H 4.64604 -1.04840 -0.06420
H 5.49796 -1.89161 0.87398
O -2.67345 0.48799 -2.34680
H -1.94891 0.47066 -2.97732
H -2.24870 0.68238 -1.50472